# C4H5NO

The molecule C4H5NO in a non-equilibrium geometry (ωB97M-V/def2-TZVPD, OMol25).

Multiplicity = 1
ΔE to the lowest compared entry with this formula, charge and spin = 123.1 kcal/mol
HOMO = -9.042 eV
Net charge = 0
SMILES string = C1=NO[C@@H]2C[C@H]12

XYZ file:
```
11
Properties=species:S:1:pos:R:3:forces:R:3
C -0.77081 -0.91447 -0.32376 2.9 -2.4 -0.3
C 0.01232 0.19732 -1.01969 0.0 -1.6 2.9
C 0.24437 0.67465 1.09501 0.7 3.7 8.7
C 0.57177 -0.37487 0.33324 -1.3 -3.3 -3.9
H -1.73221 -0.82048 0.20817 0.8 -0.2 -0.3
H -0.31340 -2.03771 -0.65647 -2.4 3.2 0.2
H 0.37065 -0.10384 -1.93636 1.1 0.3 -1.9
H 0.38712 1.01273 2.18414 0.0 -1.9 -1.2
H 1.49299 -0.86969 0.26447 0.8 -1.1 0.7
N -0.19278 1.69809 0.54035 -0.8 2.8 4.1
O -0.07002 1.53828 -0.68910 -1.9 0.4 -8.9
```
Forces are in eV/Å.

=====

# C4H5NO

The molecule C4H5NO in a non-equilibrium geometry (ωB97M-V/def2-TZVPD, OMol25).

Multiplicity = 1
ΔE to the lowest compared entry with this formula, charge and spin = 29.6 kcal/mol
HOMO = -9.479 eV
Net charge = 0
SMILES string = [H]/N=C1/C=CCO1

XYZ file:
```
11
Properties=species:S:1:pos:R:3:forces:R:3
N 2.31698 0.09255 -0.28231 -0.7 -0.6 0.2
C 1.06733 -0.09918 -0.13314 0.2 0.4 0.0
C 0.13993 0.99949 -0.39228 0.0 0.4 0.0
C -1.07804 0.68417 0.01579 0.0 0.0 -0.2
C -1.11528 -0.78604 0.30709 0.5 -0.1 -0.2
O 0.34045 -1.16113 0.37376 -0.6 0.4 0.4
H 2.93549 -0.63597 0.05191 -0.2 -0.4 0.0
H 0.53363 1.92978 -0.76272 -0.1 0.2 0.2
H -1.88066 1.38962 0.21557 -0.1 -0.4 -0.4
H -1.43846 -1.40051 -0.53380 -0.4 0.3 -0.1
H -1.82138 -1.01278 1.14013 1.4 -0.3 0.1
```
Forces are in eV/Å.